90
Properties=species:S:1:pos:R:3:forces:R:3:mulliken_charge:R:1 method="wB97M-V/def2-TZVPD" smiles=CC(C)O.CC(C)O.CC(C)O.CC(C)O.CC(C)O.CO.CO.CO.CO.CO lumo_energy_ev=-0.06 max_force_ev_per_a=11.60 energy_ev=-42177.8398 relative_energy_kcal_mol=206.6 charge=0 orbital_gap_ev=9.48
C 19.263 -11.801 -17.338 1.96 -3.18 -1.70 -1.0177
O 18.289 -12.769 -17.147 -1.53 1.06 1.11 -0.3154
H 19.732 -12.111 -18.239 0.66 0.43 -1.21 0.3310
H 20.000 -11.963 -16.626 1.73 0.12 1.74 0.4216
H 19.027 -10.813 -17.369 -1.40 2.87 -0.16 0.3019
H 17.918 -12.311 -16.372 -1.19 -1.51 0.20 0.2496
C 11.406 -13.239 -18.301 -3.37 -0.61 1.04 -0.4480
O 12.193 -12.440 -17.517 0.07 1.13 1.33 -0.3434
H 10.868 -12.663 -19.077 0.52 -0.51 -0.17 0.3410
H 10.584 -13.653 -17.635 0.79 0.32 -0.71 0.2121
H 11.985 -14.073 -18.603 0.23 -0.80 -1.15 -0.0137
H 12.894 -12.262 -18.119 1.60 0.68 -0.38 0.0310
C 13.495 -12.234 -22.257 1.12 -0.20 -1.43 -0.5888
O 13.229 -13.412 -21.607 -0.34 -1.63 1.76 -0.6318
H 14.561 -12.226 -22.504 0.13 0.13 -0.84 0.2139
H 13.428 -11.441 -21.589 -0.74 2.00 1.07 0.1703
H 12.860 -12.086 -23.156 0.41 -0.19 0.64 0.3486
H 13.657 -13.349 -20.706 -0.68 -0.12 -1.28 0.2606
C 12.645 -12.784 -14.103 0.72 1.08 -0.09 -0.0876
O 12.004 -12.882 -12.816 -0.31 -0.42 -0.94 -0.5749
H 12.743 -11.717 -14.358 0.77 -0.05 0.48 0.2312
H 12.062 -13.031 -14.981 -0.41 -1.19 0.13 0.0595
H 13.654 -13.310 -14.125 -1.42 0.62 0.21 -0.0338
H 11.045 -12.826 -12.978 0.64 -0.08 0.20 0.3413
C 16.665 -12.187 -13.796 -1.11 -0.31 1.67 -0.4431
O 17.092 -11.518 -14.921 2.31 2.73 -0.95 -0.4123
H 15.979 -11.536 -13.243 0.00 -0.30 0.23 0.3522
H 17.449 -12.545 -13.140 0.53 0.29 0.15 0.4368
H 16.145 -13.088 -14.078 -0.43 -0.09 -0.49 -0.2892
H 17.648 -10.714 -14.644 -1.15 -1.85 -0.36 0.3067
C 17.518 -10.254 -19.859 0.60 -1.98 0.52 -0.7511
C 16.250 -9.452 -20.058 7.54 4.68 -4.04 1.3237
C 15.985 -9.133 -21.489 0.55 2.15 -0.76 -1.7352
O 15.174 -9.925 -19.660 -8.01 -5.09 2.94 -0.4768
H 18.324 -9.800 -19.235 -0.79 -0.26 -0.56 0.1951
H 17.940 -10.643 -20.797 0.12 0.70 -0.03 0.3685
H 17.216 -11.235 -19.416 0.32 0.78 0.37 -0.1633
H 16.355 -8.459 -19.621 0.80 0.34 0.35 0.1207
H 15.170 -8.420 -21.458 -0.50 0.00 -0.27 0.4217
H 15.692 -9.957 -22.078 -0.19 -1.17 -0.66 0.3206
H 16.780 -8.568 -21.958 0.51 -0.23 -0.28 0.4163
H 15.037 -9.558 -18.819 -0.89 -0.05 2.17 -0.2389
C 14.695 -7.817 -16.870 0.70 0.26 -0.29 -1.5517
C 15.402 -8.990 -16.215 -6.83 4.10 5.75 0.4954
C 14.245 -9.819 -15.661 -1.17 -0.31 0.61 -0.5434
O 16.189 -9.582 -16.975 3.77 -2.97 -8.32 -0.3804
H 15.462 -7.364 -17.479 0.11 0.95 -0.22 0.3503
H 14.221 -7.104 -16.154 0.42 -0.67 -0.71 0.4306
H 13.967 -8.233 -17.581 -0.22 0.25 0.32 0.3280
H 16.045 -8.752 -15.417 0.02 1.80 2.25 0.7155
H 13.393 -9.222 -15.178 1.38 -0.75 -0.71 0.4285
H 14.578 -10.573 -14.974 0.27 -0.25 0.76 -0.2178
H 13.831 -10.438 -16.454 -0.37 0.22 -0.42 0.1221
H 16.648 -10.184 -16.465 1.66 -2.50 1.02 -0.2083
C 17.500 -15.560 -14.574 0.00 -1.45 -0.26 -1.2574
C 16.129 -16.135 -14.212 0.23 2.48 -9.19 1.7987
C 15.898 -17.292 -15.154 0.38 -1.82 0.52 -1.5549
O 15.863 -16.435 -13.041 -0.76 -1.88 11.24 -0.6113
H 17.628 -14.581 -14.141 0.45 0.26 -0.17 0.0947
H 17.621 -15.631 -15.691 0.11 0.68 1.22 0.2420
H 18.183 -16.298 -14.120 0.29 0.53 -0.16 0.4959
H 15.350 -15.427 -14.370 -0.65 1.64 -2.19 -0.6121
H 16.122 -17.014 -16.164 -0.10 0.21 -0.62 0.2502
H 14.906 -17.787 -15.120 0.49 0.52 0.22 0.3465
H 16.666 -18.062 -14.881 -0.61 0.29 -0.23 0.4163
H 15.718 -15.606 -12.511 0.23 -1.58 -0.44 0.4270
C 12.373 -15.902 -16.211 -1.14 0.70 3.70 -0.5278
C 11.790 -16.625 -17.332 8.78 5.25 -3.58 0.6204
C 12.974 -17.434 -17.870 -0.12 -1.36 -0.40 -1.4651
O 10.770 -17.254 -17.095 -8.60 -6.65 4.06 -0.5270
H 13.103 -15.177 -16.487 1.01 0.05 -0.34 -0.1494
H 12.723 -16.656 -15.455 0.15 0.82 -0.52 0.3457
H 11.628 -15.277 -15.666 0.07 -0.50 -0.26 0.3125
H 11.491 -15.917 -18.055 0.60 1.57 -1.39 0.1769
H 12.941 -17.605 -18.937 0.01 -0.08 -0.38 0.3132
H 12.892 -18.388 -17.379 -0.34 -0.87 0.07 0.5058
H 13.978 -17.182 -17.578 0.26 0.99 -0.05 0.0309
H 10.171 -17.300 -17.813 -0.74 -0.22 -0.83 0.4407
C 15.322 -13.136 -17.074 -0.29 -0.69 0.11 2.1689
C 15.361 -13.321 -18.582 5.59 -6.25 2.12 0.8899
C 14.969 -14.792 -18.991 2.04 -0.02 2.58 -1.8080
O 14.498 -12.671 -19.199 -7.78 5.22 -4.28 0.7561
H 15.567 -12.112 -16.901 0.68 0.69 0.40 -1.5744
H 16.071 -13.842 -16.637 -0.86 0.73 0.15 -0.0802
H 14.268 -13.186 -16.674 1.07 -0.70 -0.40 -0.5297
H 16.364 -13.017 -19.032 -0.45 -1.04 1.14 0.1060
H 15.592 -15.453 -18.345 -0.56 -0.17 -0.85 0.3116
H 14.996 -15.021 -20.018 1.10 -0.04 -1.48 0.5142
H 13.933 -14.992 -18.831 -0.87 0.18 1.04 0.0131
H 14.802 -11.841 -19.505 0.39 2.05 -0.43 -0.0596

95
Properties=species:S:1:pos:R:3:forces:R:3:mulliken_charge:R:1 method="wB97M-V/def2-TZVPD" smiles=OCCO.OCCO.OCCO.OCCO.OCCO.CCO.CCO.CCO.CCO.CCO lumo_energy_ev=0.41 max_force_ev_per_a=3.91 energy_ev=-52418.6420 relative_energy_kcal_mol=99.3 charge=0 orbital_gap_ev=10.19
C -17.881 -11.395 7.028 -0.63 -2.24 -0.14 -0.8520
C -18.841 -12.657 7.143 -1.15 1.84 0.54 -0.2044
O -18.853 -13.391 5.973 1.23 -0.92 -1.31 -0.4697
H -18.075 -10.759 6.164 -0.74 0.13 0.27 0.1933
H -16.942 -11.854 6.718 0.49 0.23 0.63 0.1427
H -17.851 -10.864 7.979 0.29 0.09 -0.23 0.3804
H -19.886 -12.415 7.333 -0.19 0.96 0.02 0.2403
H -18.699 -13.289 8.019 1.18 -0.10 0.07 0.3287
H -19.743 -13.464 5.619 -0.35 -0.16 0.08 0.1948
C -19.954 -11.091 1.638 -0.01 -0.75 0.55 -0.8971
C -19.940 -12.624 1.801 -1.48 1.77 0.65 1.3923
O -19.111 -13.103 0.858 2.50 -1.35 -2.68 -0.6166
H -18.988 -10.795 2.047 -0.23 0.72 0.02 -0.0379
H -20.818 -10.664 2.146 0.26 0.18 0.44 0.1613
H -20.036 -10.738 0.609 0.12 -0.38 -0.17 0.3264
H -20.925 -13.034 1.579 -0.32 -0.10 0.89 -0.6560
H -19.470 -12.930 2.736 -0.98 0.25 0.80 0.1831
H -18.869 -13.988 1.141 0.34 -0.40 -0.25 0.1746
C -19.566 -7.768 -3.176 -0.84 0.63 -0.52 -1.2249
C -20.348 -7.495 -1.836 1.93 -1.02 -1.30 -0.2234
O -19.995 -8.453 -0.835 -0.97 0.14 -0.46 -0.1882
H -18.501 -7.550 -3.247 0.20 -0.58 0.81 0.3129
H -19.897 -7.133 -3.997 -0.60 0.68 0.22 0.4324
H -19.853 -8.721 -3.620 0.50 -0.49 0.58 0.2925
H -21.386 -7.640 -2.135 -0.13 0.36 0.71 0.2546
H -20.065 -6.512 -1.458 -0.62 0.30 -0.18 0.3060
H -19.049 -8.386 -0.686 0.54 -0.12 0.37 0.1590
C -19.679 -16.702 -0.442 -0.94 1.58 1.21 -0.3728
C -20.978 -16.596 -1.239 0.60 -1.50 -0.39 -0.1137
O -20.559 -17.027 -2.477 -0.17 -0.36 -3.44 -0.5590
H -18.786 -16.484 -1.027 -0.27 -0.03 -0.49 0.4492
H -19.514 -17.684 0.001 -0.23 0.33 0.40 0.1997
H -19.750 -15.826 0.202 0.52 -0.56 1.21 -0.2263
H -21.523 -15.654 -1.309 0.46 0.48 0.45 0.1146
H -21.737 -17.358 -1.067 -0.03 0.09 1.16 0.2462
H -19.856 -16.449 -2.784 0.02 -0.02 -0.14 0.3218
C -23.107 -13.536 0.261 0.18 -0.56 0.50 -1.0478
C -23.586 -12.347 1.050 -0.59 0.88 -0.18 0.1577
O -24.509 -12.636 2.119 0.20 -0.44 -0.25 -0.5522
H -23.842 -13.985 -0.408 -0.34 -0.03 0.38 0.4187
H -22.765 -14.243 1.016 0.08 -0.55 -0.36 0.2219
H -22.276 -13.288 -0.399 0.22 0.28 0.24 0.2939
H -24.009 -11.656 0.321 -0.18 0.42 0.31 0.5107
H -22.764 -11.851 1.566 0.19 0.01 -0.33 -0.2141
H -25.400 -12.324 1.944 0.12 0.02 -0.35 0.2871
C -23.416 -12.464 5.431 1.81 0.03 -0.94 -0.5175
C -22.236 -12.981 4.550 -2.33 -0.43 -1.28 0.1203
O -21.441 -13.977 5.118 1.21 -0.04 1.01 -0.5955
O -22.931 -11.820 6.551 0.69 0.60 1.96 -0.5264
H -23.920 -13.373 5.758 -0.61 0.14 -0.14 0.2507
H -24.011 -11.740 4.873 -0.39 -0.69 -0.45 0.3398
H -21.597 -12.240 4.069 0.06 0.28 0.60 -0.0128
H -22.773 -13.464 3.734 -0.10 0.18 -0.52 0.1971
H -21.872 -14.832 5.190 -0.29 0.16 -0.07 0.3090
H -23.113 -10.878 6.568 -0.09 -0.15 -0.24 0.3105
C -19.712 -16.558 3.257 2.07 0.46 1.81 0.3193
C -19.344 -17.948 3.866 -0.78 0.89 -0.97 -0.5438
O -20.609 -18.514 4.186 0.03 -0.01 0.08 -0.5486
O -18.511 -15.877 2.748 -0.90 -0.63 -1.45 -0.4734
H -20.046 -15.807 3.972 -0.76 -0.62 0.35 -0.1464
H -20.487 -16.771 2.520 0.52 0.46 -0.46 0.3032
H -18.648 -17.963 4.705 -0.09 0.42 0.17 0.3523
H -18.863 -18.447 3.025 0.08 -0.48 0.01 0.2735
H -20.522 -19.326 4.692 0.20 -0.02 -0.03 0.3092
H -17.817 -15.794 3.406 -0.39 -0.25 0.43 0.2574
C -15.167 -11.011 2.515 0.48 -1.29 0.03 -0.4435
C -15.382 -12.487 3.037 1.63 1.20 -1.22 -0.5190
O -16.160 -12.404 4.150 -2.20 0.16 1.61 -0.3919
O -16.385 -10.288 2.441 0.02 -0.27 -0.29 -0.4766
H -14.724 -11.100 1.524 -0.20 0.19 -0.13 0.2465
H -14.468 -10.449 3.134 0.04 -0.18 0.30 0.3873
H -14.473 -12.965 3.401 0.79 0.24 -0.84 0.3910
H -15.796 -13.100 2.236 -0.29 0.03 -0.13 0.2921
H -16.613 -13.240 4.281 -0.32 0.09 0.36 0.1872
H -16.969 -10.679 3.095 -0.15 -0.06 0.39 0.1729
C -16.604 -9.652 -0.965 1.08 3.12 0.48 -0.5678
C -17.088 -11.001 -1.245 -0.60 -0.30 -0.96 -0.1625
O -16.719 -11.865 -0.254 0.38 -1.46 1.88 -0.4591
O -17.286 -8.857 0.096 0.25 -1.18 -1.98 -0.6869
H -16.573 -9.037 -1.865 -0.73 0.16 -0.12 0.3772
H -15.545 -9.623 -0.709 0.18 -0.59 0.33 0.3622
H -16.614 -11.451 -2.117 -0.02 0.72 -0.65 0.3364
H -18.163 -10.955 -1.425 -0.28 -0.22 0.03 0.1685
H -17.454 -12.053 0.334 -0.34 -0.20 0.13 0.1791
H -17.116 -9.359 0.896 0.10 -0.14 0.66 0.3949
C -22.772 -6.712 1.864 0.93 -0.36 0.04 -0.3168
C -24.227 -6.446 1.285 2.60 -0.03 2.20 -0.3618
O -25.098 -7.173 2.137 -0.31 -0.23 -1.29 -0.5123
O -22.528 -8.125 2.019 -1.92 -1.07 -0.23 -0.4563
H -22.591 -6.356 2.878 -0.22 0.99 -0.25 0.3094
H -22.007 -6.445 1.135 -0.07 1.04 0.14 0.2615
H -23.995 -6.643 0.238 -1.51 -0.82 -0.42 0.2166
H -24.551 -5.413 1.405 0.47 0.10 -0.18 0.3179
H -24.645 -8.007 2.279 -0.05 -0.44 0.16 0.3381
H -21.619 -8.423 2.101 0.14 0.77 -0.24 0.1969

95
Properties=species:S:1:pos:R:3:forces:R:3:mulliken_charge:R:1 method="wB97M-V/def2-TZVPD" lumo_energy_ev=2.32 max_force_ev_per_a=9.85 energy_ev=-49258.3962 relative_energy_kcal_mol=73.0 charge=-1 orbital_gap_ev=7.52
C 0.018 0.646 -0.896 -3.85 -2.71 -4.89 -1.6915
O -0.257 0.067 -2.142 -1.43 -0.73 -2.97 0.4802
H 0.718 0.088 -0.734 8.12 -4.03 3.87 -2.6844
H -0.762 0.415 -0.399 -5.26 -1.05 4.86 0.5120
H 0.119 1.553 -1.027 1.79 9.24 -0.11 3.8051
C -1.977 3.189 -3.323 -0.58 -7.57 1.36 -0.5887
O -0.671 2.587 -3.270 1.02 -0.35 1.43 -0.6517
H -2.177 4.122 -3.640 0.53 3.68 -0.43 0.4582
H -2.320 2.830 -2.319 -1.05 1.48 -0.84 0.0352
H -2.536 2.527 -4.076 0.28 0.85 0.94 0.1649
H -0.609 1.893 -2.467 -0.44 1.51 -3.25 0.3572
C -3.370 -1.203 -1.439 4.19 -1.74 1.33 -0.8992
O -3.023 0.027 -1.950 0.74 0.36 0.57 -0.8130
H -4.212 -1.230 -0.996 -7.18 1.27 2.47 0.6764
H -2.938 -1.589 -0.381 0.94 0.74 -2.65 -0.0658
H -3.547 -1.992 -2.129 1.10 -0.90 -1.06 0.4607
H -2.033 0.011 -1.930 0.50 0.31 -0.91 0.2041
C -3.047 2.417 0.802 2.72 1.42 -2.20 -0.8438
O -3.954 1.626 0.288 -2.98 -4.54 -3.04 -0.6131
H -2.314 2.789 0.056 0.44 -0.57 0.77 0.1240
H -2.760 2.154 1.740 2.10 -1.37 2.62 0.2955
H -3.600 3.210 0.984 -2.09 4.97 1.25 0.5948
H -3.641 1.168 -0.523 -0.15 0.00 0.50 0.4958
C 2.069 0.355 -4.229 1.45 7.89 -0.01 -0.6109
O 2.314 -0.136 -2.982 3.01 2.08 -6.68 -0.2767
H 3.124 0.811 -4.571 -3.24 -1.30 -0.74 0.1209
H 1.380 1.418 -4.261 1.54 -3.08 0.38 0.1004
H 1.730 -0.246 -4.936 -1.66 -3.12 -2.85 0.6725
H 1.562 -0.411 -2.642 -7.12 -1.84 2.34 -0.4471
C -1.891 -1.058 -5.195 -2.69 -0.45 1.70 -0.4832
O -0.748 -0.347 -5.065 1.04 0.23 -4.25 -0.6239
H -2.753 -0.541 -4.704 0.22 0.09 -0.64 0.1299
H -1.892 -1.967 -4.606 0.35 -0.80 0.02 0.0814
H -2.190 -1.329 -6.213 0.58 0.40 -0.04 0.3299
H -0.474 -0.157 -4.215 0.32 0.60 3.46 0.1657
C 2.245 3.728 -1.869 -1.06 -2.96 1.77 -0.4685
O 1.600 4.004 -3.071 0.71 1.41 0.01 -0.6077
H 2.108 4.359 -0.972 -0.87 0.45 -0.61 0.2726
H 3.259 3.829 -2.082 2.04 -0.22 -0.17 0.3179
H 2.077 2.622 -1.395 0.28 2.28 -1.51 -0.0103
H 0.873 3.442 -3.321 -1.00 -0.69 0.54 0.4514
C -0.075 -3.191 -2.150 -7.57 -2.01 0.82 -1.3946
O -0.360 -2.503 -1.035 -1.92 2.06 2.46 -0.3565
H 0.465 -2.793 -2.795 5.35 4.03 -5.51 0.5794
H -0.968 -3.573 -2.766 0.57 0.45 1.01 0.0843
H 0.329 -3.901 -1.647 3.27 -6.25 1.22 0.6380
H -0.119 -1.592 -1.152 -0.88 1.09 -0.91 0.3788
C 0.495 1.688 2.287 -5.08 5.97 -1.62 -0.1893
O -0.018 1.563 3.556 -0.61 -0.59 1.92 -0.4572
C -0.595 0.257 3.787 4.77 0.58 2.83 -0.0582
C -1.194 0.260 5.185 -0.10 -0.67 2.43 -0.7263
N -1.949 -1.042 5.487 -1.02 0.87 -2.29 -0.1332
C -2.676 -1.004 6.791 1.02 -2.66 -2.61 -1.0333
C -3.278 -2.352 7.038 2.02 -2.39 2.76 -0.5332
O -4.102 -2.397 8.198 -0.22 1.27 1.25 -0.3573
C -4.318 -3.658 8.807 3.28 -1.44 -3.93 -0.8097
H -0.330 1.643 1.520 0.60 -1.00 0.48 -0.1983
H 1.215 1.058 2.155 4.51 -3.61 -1.38 0.3740
H 0.731 2.795 2.028 0.47 -1.64 1.17 0.2236
H 0.153 -0.617 3.504 -1.22 1.91 1.31 -0.0011
H -1.319 0.161 3.157 -4.73 -0.70 -4.26 0.4064
H -1.809 1.120 5.581 -0.03 -0.32 -1.79 0.3358
H -0.376 0.439 5.923 -0.05 -1.08 -0.37 0.2855
H -2.579 -1.313 4.564 1.66 1.17 3.44 0.2543
H -3.325 -0.304 7.104 -3.26 3.25 -0.60 0.6153
H -2.012 -0.819 7.569 2.24 -0.28 1.17 0.4032
H -2.410 -2.956 7.354 0.23 -0.12 -0.32 0.2606
H -3.649 -2.992 6.280 -1.06 0.23 -1.55 0.4104
H -3.380 -4.381 8.953 -1.55 1.87 -0.29 0.2462
H -4.968 -4.130 8.114 -0.45 -1.40 -0.98 0.3398
H -4.904 -3.681 9.623 -1.46 1.08 3.40 0.3694
C 0.469 -2.536 2.057 2.94 -0.86 -1.30 -1.1570
O 1.385 -1.460 1.717 -1.61 -0.08 2.31 -0.3520
C 1.828 -1.477 0.422 4.31 -1.84 0.11 -0.1322
C 2.829 -0.393 0.160 0.85 1.37 0.92 -0.5055
N 3.404 -0.453 -1.135 2.98 -3.90 3.32 -0.3552
C 4.347 0.509 -1.481 -0.10 3.08 -0.27 -0.6698
C 4.734 0.694 -3.011 -2.24 -1.49 -0.29 -0.0430
O 5.792 1.617 -3.166 -0.22 0.05 0.61 -0.3391
C 6.395 1.574 -4.409 0.89 2.55 -2.20 -0.6915
H -0.420 -2.627 1.523 -1.20 0.35 -2.08 0.2644
H 0.062 -2.611 3.021 0.57 0.86 2.06 0.5634
H 1.102 -3.417 1.879 -0.62 -0.35 0.10 0.3610
H 1.087 -1.430 -0.235 -2.69 0.43 -2.07 -0.2026
H 2.344 -2.419 0.049 -0.31 0.23 1.11 0.2628
H 3.643 -0.412 0.920 -0.67 0.16 -0.14 0.3419
H 2.274 0.559 0.171 0.32 0.36 1.00 0.1855
H 2.760 -0.456 -1.826 -0.67 -0.71 0.05 1.0720
H 5.304 0.352 -1.098 1.65 -0.50 1.45 0.3357
H 3.913 1.426 -0.931 1.24 0.10 -1.39 0.2331
H 3.769 0.910 -3.633 3.69 0.78 2.18 -0.2267
H 5.050 -0.315 -3.454 -0.22 0.87 0.85 0.3877
H 7.244 0.872 -4.530 -0.39 0.06 0.44 0.2640
H 6.811 2.662 -4.689 -0.65 -2.22 0.95 0.2316
H 5.706 1.410 -5.270 0.02 -0.25 0.70 0.2878

Question: Which value of charge does entry 2 give?
Answer: 0

Question: Look up the charge of the first one.
Answer: 0